1.
DFT (the ωB97M-V functional and the def2-TZVPD basis) results for a cluster of 40 separate species, H80O40 in total at a distorted geometry.

Geometry as ORCA input:
```
! wB97M-V def2-TZVPD RIJCOSX def2/J DEFGRID3
* xyz 0 1
H -2.68349 -4.09163 2.65119
H -1.82568 -3.58698 1.53195
O -2.75417 -3.72888 1.74145
H -1.04786 -4.60081 -4.35071
H -1.75838 -3.25482 -4.49475
O -1.75991 -4.15644 -4.83726
H 0.81063 1.71815 -4.34984
H 1.66704 0.95967 -3.23227
O 0.96893 1.59460 -3.41139
H 1.80407 3.82058 -3.73010
H 3.29809 4.18742 -4.18820
O 2.68933 4.13818 -3.44829
H -0.22617 2.21021 -2.86002
H -0.58219 3.22908 -1.91416
O -0.90975 2.89453 -2.78368
H -0.03114 -5.84146 1.36438
O 0.20207 -5.03180 1.85270
H -0.81022 0.22603 2.17798
O -1.57336 -0.16473 2.60691
H -1.28952 -2.19308 5.74416
H -2.84103 -1.94918 5.84837
O -2.17619 -2.53184 5.50691
H 0.56378 -4.20355 -3.26970
H 0.78410 -5.72800 -3.55332
O 1.15756 -4.84337 -3.63246
H 4.50517 0.98897 3.08448
H 4.91659 0.52929 4.51837
O 4.20553 0.88385 3.98048
H -2.94940 0.48423 4.45671
H -1.39311 0.88197 4.52921
O -2.29563 1.15728 4.63030
H 0.91218 -1.30294 0.10007
O 0.70111 -1.94167 0.84598
H -3.03132 2.96612 -2.16510
H -4.24403 3.06564 -3.25854
O -3.89383 3.30562 -2.39961
H -2.90246 -5.53865 0.08124
H -3.11392 -5.29403 -1.33197
O -2.48551 -5.04596 -0.63468
H -4.77155 3.50008 2.65887
H -4.60538 2.14580 2.40154
O -4.75318 2.68466 3.18658
H 2.54426 1.82794 3.74285
H 2.44123 3.08016 2.87726
O 1.93093 2.30842 3.17621
H 1.48905 -3.25238 3.23849
H 0.65180 -3.12417 4.45844
O 1.57609 -3.05394 4.17809
H 3.20863 -2.18113 -3.55600
H 4.50253 -2.70176 -4.16875
O 4.11810 -2.43113 -3.32722
H 1.45196 -6.18422 -1.38103
O 2.12871 -5.82139 -0.83190
H -2.56755 -1.90296 -0.25095
H -3.52709 -0.82515 -0.69587
O -3.46255 -1.59514 -0.13259
H 1.02335 -1.26742 2.21821
O 1.08393 -0.54258 2.90288
H 0.99160 -1.47371 5.61924
H -0.05676 -0.67636 4.78079
O 0.08789 -1.13861 5.62072
H 2.51895 -1.68257 -1.28008
H 2.22088 -0.16739 -1.46629
O 2.51788 -0.82941 -0.83640
H -2.32535 4.67761 0.26641
H -1.52310 3.29134 0.73472
O -1.51392 4.24752 0.52776
H -0.05029 0.65133 -6.49495
H -1.15710 1.47634 -5.66431
O -0.23356 1.38084 -5.93645
H -3.88020 5.63261 1.03899
H -3.62335 5.02352 2.39946
O -3.24042 5.64079 1.77149
H -1.50500 1.16363 -0.31449
H -1.71670 0.28160 0.81310
O -1.67662 0.21594 -0.14757
H 4.02688 -1.65586 1.28063
H 3.18244 -2.09439 2.57300
O 3.22070 -2.04655 1.61580
H 1.08111 -2.92513 -0.93950
H 0.18025 -3.82257 -0.38459
O 0.72057 -3.80639 -1.19095
H 2.63918 2.43166 -0.94812
H 1.86137 1.51791 0.16302
O 1.79698 2.26482 -0.41538
H 6.47365 1.23438 0.73805
H 6.68326 -0.24672 0.88846
O 6.21689 0.48376 1.28800
H 3.93126 1.68494 -2.13704
O 3.88226 2.62935 -1.85205
H 0.03058 5.68832 -0.86842
H -0.63926 6.71288 0.04058
O -0.61576 6.40297 -0.87361
H 2.80899 -5.35294 -1.31925
H -0.51124 -5.10524 2.50001
H 1.61761 0.21951 2.74609
H -1.58842 -1.10611 2.42792
H 1.64384 -2.19876 0.90562
H 3.30875 3.18329 -2.49901
O 1.48568 4.27300 1.20601
H 2.05629 3.62671 0.73973
H 0.71492 3.75607 1.37284
O -5.59029 0.06038 -2.59878
H -5.33883 0.96852 -2.38771
H -6.02297 -0.31838 -1.82882
O -0.49457 2.08859 1.33837
H -0.80342 1.90607 2.21877
H 0.47197 2.06917 1.38020
O 0.46687 -0.95141 -2.08350
H -0.12878 -0.44550 -1.50971
H 0.39034 -0.86785 -3.03247
O -4.23316 1.71785 0.26062
H -3.91485 1.52925 -0.61576
H -3.62939 1.50391 0.96865
O -2.47597 -0.34968 -3.16043
H -2.21015 -0.80601 -2.39614
H -3.28540 -0.58473 -3.62260
O 4.28498 0.28896 -3.20630
H 5.07266 0.32472 -3.70413
H 4.05517 -0.66979 -3.29231
*
```

- Frontier orbital gap: 8.71 eV
- HOMO level: -9.71 eV



2.
DFT (the ωB97M-V functional and the def2-TZVPD basis) results for a cluster of 40 separate species, H80O40 in total at a distorted geometry.

Geometry as ORCA input:
```
! wB97M-V def2-TZVPD RIJCOSX def2/J DEFGRID3
* xyz 0 1
H -0.54852 5.13504 -1.71638
H -0.24186 5.52905 -0.23021
O 0.08486 5.04705 -0.99446
H -1.40637 1.14410 -4.18946
H -1.01506 2.41182 -3.51346
O -1.33572 2.13511 -4.43839
H 3.49469 2.22626 3.11308
H 2.25290 3.02740 4.06552
O 3.10588 2.44835 3.88997
H -6.08844 -0.10080 -1.96238
H -5.75851 1.10727 -2.83882
O -6.32697 0.76979 -2.26093
H -4.06025 -1.68555 -1.18458
H -4.76238 -2.48984 -2.23416
O -3.86657 -2.08519 -2.02481
H 5.68342 0.93212 3.19097
O 5.16129 0.58214 2.58901
H 5.33299 2.30853 -1.05047
O 5.86144 3.10493 -1.06191
H 1.92409 -0.93838 3.10238
H 2.30891 0.53557 2.27628
O 2.10129 -0.41865 2.34251
H -0.77202 -5.40616 -0.10020
H -1.31622 -6.54303 -0.68700
O -1.63672 -5.83836 -0.13251
H 1.71809 0.98678 -3.66358
H 2.43246 1.41681 -2.31911
O 1.63607 1.11784 -2.69915
H -4.15229 1.25037 4.47351
H -4.48482 2.50213 4.20936
O -4.92806 1.63697 4.12022
H 2.15552 4.39193 -1.92510
O 2.79278 3.82549 -2.38455
H -1.37884 5.04710 2.86680
H -0.37154 6.30487 2.73554
O -0.69962 5.63181 3.35072
H 3.20630 2.25516 1.52914
H 1.93996 2.61070 0.65470
O 2.69066 2.13150 0.69129
H 2.10153 -2.04473 -0.35218
H 2.87990 -1.42184 0.59103
O 2.98251 -2.20268 0.04018
H 3.18027 4.57074 0.82112
H 1.81573 4.52821 0.00537
O 2.21564 4.50743 0.89203
H -2.28577 3.85141 -3.69280
H -1.62813 5.05349 -4.02298
O -1.68567 4.55906 -3.28188
H 4.51710 0.93752 -2.35423
H 3.67841 2.25638 -2.64572
O 4.55203 1.69910 -2.88569
H 1.71765 -2.69884 -3.68385
O 1.99966 -1.81248 -3.70398
H 6.37486 -1.78650 0.71356
H 5.51207 -2.89307 1.56028
O 5.55905 -2.18794 0.83126
H 0.28274 -2.03003 -1.02849
O 0.71336 -2.88559 -0.61012
H -0.25546 2.46488 2.41032
H 0.09189 1.07441 1.84306
O 0.35132 1.76955 2.49926
H -1.69215 0.08473 -0.24039
H -3.05872 0.62379 0.43343
O -2.16899 0.81657 0.21191
H 3.02314 -3.56802 0.97729
H 4.18635 -4.40835 1.19708
O 3.28459 -4.46246 1.43929
H -1.33618 1.96093 5.83952
H -2.74409 1.25326 5.82200
O -1.96182 1.29542 5.42229
H 4.59529 -0.74204 -0.67386
H 3.63487 -1.14361 -1.58713
O 4.33289 -0.54923 -1.55276
H -4.89061 -3.50481 0.18730
H -5.28988 -3.28253 1.68088
O -5.67161 -3.16057 0.75889
H -3.02018 -4.78326 -0.40329
H -2.28438 -3.59091 0.11300
O -3.23261 -3.83523 -0.19089
H -3.52694 1.61695 -2.18070
H -4.15683 3.14078 -1.79315
O -3.97662 2.43885 -2.48207
H -1.30877 2.04749 -0.31893
H -0.34030 2.07809 -1.51725
O -0.99011 2.58194 -1.10983
H 2.66314 -5.56410 -2.60028
H 1.15298 -5.08847 -3.25301
O 2.00564 -5.58928 -3.28037
H -2.99185 -0.74901 -4.53588
O -1.96599 -0.61113 -4.46993
H -3.09523 -4.56007 3.20697
H -3.92455 -3.48006 2.54849
O -3.96645 -4.16580 3.30627
H 2.55997 -1.66927 -3.00746
H 4.99222 -0.28279 2.72979
H 0.11460 -3.38434 -1.09491
H 5.51587 3.58931 -1.78344
H 3.69168 4.17709 -2.49790
H -2.07532 -0.72895 -5.41400
O -4.22196 0.22812 1.71297
H -4.63509 0.95033 2.10414
H -4.02534 -0.19852 2.51500
O -0.57898 3.98896 1.41019
H -1.02621 3.67057 0.61289
H 0.41403 3.99096 1.37501
O 0.06917 -1.90597 3.89275
H 0.21355 -2.75157 3.46362
H 0.81641 -1.67457 4.42805
O -0.42241 -1.15926 -1.94994
H 0.23068 -1.47754 -2.71914
H -0.07996 -0.32402 -1.70243
O 0.05714 -4.31847 2.45094
H -0.49417 -4.99096 2.23314
H 0.70345 -3.91406 1.80362
O -1.73239 -4.14545 -2.64961
H -2.06132 -3.31414 -2.55509
H -1.97027 -4.65186 -1.78017
O -0.88923 -0.69192 1.63201
H -0.40180 -1.29820 2.11231
H -1.45187 -0.16983 2.18777
*
```

- Frontier orbital gap: 9.93 eV
- HOMO level: -10.48 eV



3.
DFT (the ωB97M-V functional and the def2-TZVPD basis) results for a cluster of 40 separate species, H80O40 in total at a distorted geometry.

Geometry as ORCA input:
```
! wB97M-V def2-TZVPD RIJCOSX def2/J DEFGRID3
* xyz 1 2
H -0.67871 -4.40161 1.62338
H -0.05689 -5.35118 0.73878
O 0.17118 -4.80798 1.52794
H -0.32474 -0.48649 -0.39329
H -1.00649 0.17961 -1.68518
O -0.98213 -0.59984 -1.06084
H -1.45056 2.92233 -1.59219
H -1.39298 3.45099 -3.06807
O -1.92919 2.92183 -2.43296
H 1.15180 0.58765 3.70807
H 0.88646 1.22543 2.57733
O 0.36886 1.06360 3.38795
H -0.62823 5.49102 -1.64933
H -2.11284 5.18485 -2.03015
O -1.47124 5.89997 -1.96097
H 2.58600 -2.51103 -2.84685
O 2.95807 -2.78411 -2.01931
H -6.09364 -1.20682 1.13545
O -5.91672 -0.94768 2.04838
H -4.17736 0.30682 3.20501
H -3.39555 1.04816 2.01640
O -3.42921 0.25641 2.58870
H -0.49228 1.19178 1.54449
H -1.65481 2.16984 1.55231
O -0.74403 2.10367 1.28128
H -2.97313 -3.84811 -2.62434
H -1.60403 -3.22708 -3.00112
O -2.39473 -3.58892 -3.39689
H -1.96522 0.41369 -2.81258
H -1.18085 1.34922 -3.73109
O -1.36808 0.41917 -3.58282
H -3.89632 0.66548 -0.14102
O -4.59172 1.11687 -0.65830
H 2.16583 1.20292 -3.44518
H 2.25383 -0.33004 -2.67001
O 2.25807 0.65494 -2.66256
H 4.90019 1.42076 2.58074
H 4.29211 0.37639 1.70422
O 4.94337 0.45319 2.44404
H -1.46849 4.46144 4.01750
H -0.87710 3.33352 3.01758
O -1.61120 3.87815 3.26709
H 4.23046 2.44122 -4.55432
H 3.81458 2.36583 -3.02998
O 4.36185 2.84983 -3.69798
H 0.32849 5.89326 -0.01616
H -0.20850 4.68661 0.93801
O -0.30175 5.22400 0.18029
H 1.59932 -2.20945 4.87239
H 2.14296 -3.52542 5.13755
O 1.81680 -2.99709 4.36899
H 4.69237 2.81375 -0.06288
O 4.28443 3.20579 0.70486
H 2.84571 -1.29775 3.76295
H 4.20132 -0.45841 3.75600
O 3.44529 -0.80936 4.29280
H 3.34114 1.94375 3.41575
O 2.75667 1.68103 4.11180
H 1.11035 -5.77674 -0.13501
H 2.41572 -6.28835 -0.92242
O 1.68657 -5.67084 -0.90301
H -0.50457 -1.97596 -1.63612
H -0.85299 -3.49129 -1.49200
O -0.18404 -2.89566 -1.95339
H 0.78170 -1.33638 1.84615
H -0.75867 -0.93933 1.92189
O -0.00925 -1.00550 1.30526
H -4.33299 -0.72732 -3.54248
H -3.57512 -1.86989 -3.58785
O -3.79994 -1.21460 -2.90148
H 3.07297 0.56004 0.49470
H 2.20078 -0.47265 1.29975
O 2.61022 0.41697 1.33573
H 0.81930 5.80782 2.52624
H 1.58082 4.88075 3.60611
O 1.49874 5.72832 3.19112
H -4.72509 3.28516 2.79781
H -3.14685 3.36691 2.55659
O -3.96929 2.91542 2.34214
H 5.57058 -1.97855 0.48334
H 6.72613 -1.19914 0.93679
O 6.31847 -2.07293 1.04169
H -5.47409 -3.71833 -2.10268
H -4.38967 -2.86116 -1.83873
O -4.82236 -3.58011 -1.37374
H 0.06336 -4.23039 -2.99733
H 1.00168 -5.34088 -2.63910
O 0.23846 -5.14991 -3.28504
H 0.90717 3.06473 2.59620
O 1.63966 3.12396 1.98813
H 0.19010 1.99789 4.91703
H -0.35509 1.30540 6.16781
O -0.39069 2.16738 5.69361
H 3.41512 2.90406 0.56299
H 2.84545 -3.70787 -1.87096
H 3.08841 0.93502 4.62154
H -4.94170 -0.83838 1.98500
H -4.95741 1.75127 -0.03535
H 1.19412 2.96275 1.14497
O -2.51690 -4.12065 -0.73508
H -3.23917 -4.76208 -0.50102
H -2.72424 -3.68372 0.14598
O -2.67580 -1.50722 0.63858
H -3.14223 -1.65040 -0.17052
H -1.77340 -1.67838 0.54427
O 2.21695 -2.28511 1.38757
H 2.35900 -2.45998 0.41393
H 1.79009 -3.16282 1.49902
O -2.29831 -1.66623 -5.40672
H -1.40567 -1.95713 -5.10578
H -2.27063 -0.69843 -5.31962
O 0.97219 -1.20787 -3.69442
H 1.35010 -0.59669 -4.33232
H 0.23629 -0.79047 -3.24335
O 0.33754 2.09339 -1.17888
H -0.21822 2.11124 -0.35220
H 0.86646 1.29494 -1.20461
O 0.42168 1.29797 -5.78807
H 1.05837 2.01035 -5.67915
H 0.45145 1.12119 -6.74511
*
```

- Frontier orbital gap (alpha / beta): 9.29 / 2.58 eV
- HOMO level (alpha / beta): -12.46 / -12.46 eV



4.
DFT (the ωB97M-V functional and the def2-TZVPD basis) results for a cluster of 40 separate species, H80O40 in total at a distorted geometry.

Geometry as ORCA input:
```
! wB97M-V def2-TZVPD RIJCOSX def2/J DEFGRID3
* xyz 1 2
H -0.23703 1.48354 -0.41572
H -0.46470 2.96789 -0.34307
O -0.66170 2.19076 -0.93610
H 2.12656 -2.02825 -4.67997
H 1.50265 -1.39392 -3.45828
O 1.27988 -2.02574 -4.20429
H 3.34758 -3.43896 2.36985
H 1.96225 -4.10103 2.53840
O 2.68958 -4.04639 1.92875
H -3.31064 2.81766 3.05406
H -3.70812 3.08680 1.61554
O -3.12032 3.45119 2.31463
H 0.67790 0.06719 -5.96879
H 0.68386 -1.24122 -6.88283
O 0.16784 -0.60905 -6.37550
H 6.55143 -1.03557 -1.41693
O 5.76491 -1.50666 -1.24225
H 4.75461 3.47346 1.37092
O 3.98043 4.01382 1.26988
H 2.67516 -1.13905 3.59262
H 2.83206 -0.92039 5.02687
O 3.28150 -1.41795 4.33455
H -0.94467 -3.81059 -1.74339
H -2.54813 -4.19345 -1.64254
O -1.73741 -3.88262 -1.24404
H 3.18553 1.37677 -4.17299
H 1.74270 1.77001 -3.85739
O 2.30722 0.95080 -3.76598
H -4.55023 4.97478 0.59767
H -3.16500 4.40037 0.12669
O -3.81872 5.07956 -0.02763
H 2.88488 -2.91790 -2.66758
O 3.55799 -2.60609 -3.26902
H -2.82137 -0.57601 0.36984
H -3.69510 0.34376 1.10038
O -2.94899 -0.23482 1.28035
H 1.33344 3.35495 3.50477
H -0.00739 3.81024 4.39129
O 0.72803 3.22881 4.22505
H 3.61978 -0.56412 -2.96110
H 4.94583 -0.78820 -3.76927
O 4.42893 -0.17060 -3.24289
H 4.33943 3.61390 -2.28304
H 3.82708 2.47027 -3.21170
O 4.61586 2.99516 -2.91961
H -1.50241 0.14707 2.67847
H -2.15646 -1.21638 3.34657
O -1.52732 -0.46594 3.41043
H 2.99771 2.43870 -0.36476
H 1.70119 2.69608 -1.33317
O 2.30462 2.12400 -0.86819
H -6.26261 -0.25710 -2.86537
O -5.62687 -0.96809 -2.61825
H 0.68698 -2.62627 0.02026
H 0.40191 -2.37609 -1.51642
O 0.19212 -2.16967 -0.63507
H 0.40896 -2.97085 4.67399
O 0.76769 -2.36752 3.99238
H -3.61925 0.02175 4.89178
H -3.58566 -1.34537 5.65624
O -4.15141 -0.77687 5.02292
H -5.06564 1.45199 -0.79429
H -5.43669 2.94420 -0.39533
O -5.49337 1.99590 -0.13991
H 2.07802 -5.24223 0.43159
H 1.13423 -6.16782 -0.23155
O 1.33367 -5.23430 -0.19525
H -0.20159 4.00511 1.37734
H 0.76835 4.91487 0.87651
O 0.44938 4.03791 0.66470
H 4.48532 0.57570 -0.76034
H 4.49025 0.15588 0.74155
O 3.93450 0.20789 -0.03739
H -0.02424 -5.24792 1.45337
H -0.50243 -5.53912 2.86109
O -0.09444 -5.99436 2.05373
H -1.53037 -0.54760 -3.25372
H -0.26252 -0.86675 -4.29883
O -1.11570 -0.55159 -4.09858
H -3.57515 -3.41400 2.11931
H -3.81637 -2.26009 3.15639
O -3.27514 -3.05448 3.04555
H -0.70647 2.31599 -3.71133
H 0.59508 3.07900 -3.36756
O 0.04265 2.78774 -4.05976
H -2.88813 0.13959 -1.96646
H -4.12650 -0.78480 -1.67041
O -3.57731 -0.05288 -1.34156
H -2.56440 1.08865 -4.38777
O -3.05134 1.87840 -4.11143
H -5.49623 -0.33749 3.59722
H -6.13033 -0.52439 2.21283
O -6.03250 0.14163 2.93394
H -5.81130 -1.83630 -2.94165
H 5.17404 -0.67876 -1.07872
H 0.28166 -1.61516 3.77659
H 3.84089 4.49264 2.06803
H 4.36519 -2.34863 -2.80020
H -3.12175 2.41659 -4.91367
O 2.56351 1.15078 5.71479
H 3.25234 1.53670 5.18617
H 2.08564 2.00728 5.73482
O -4.25922 3.25103 -2.28153
H -3.98600 4.16332 -2.24833
H -3.95406 2.45782 -2.61541
O -1.47978 -1.85017 6.15047
H -1.58229 -1.32852 5.35182
H -0.73198 -1.43675 6.54930
O 0.12700 5.81785 -2.24495
H 0.48049 5.12645 -1.68146
H -0.64851 5.33161 -2.59095
O 4.89445 -2.30920 2.58891
H 4.78514 -2.07965 3.47748
H 4.20120 -1.68699 2.24660
O 0.60703 -4.30489 -2.42993
H 0.87927 -4.56099 -3.28313
H 1.09598 -4.66857 -1.62804
O 0.79896 0.20289 1.09050
H 0.93820 -0.75278 1.03097
H 1.77472 0.44126 1.26586
*
```

- Frontier orbital gap (alpha / beta): 9.30 / 2.21 eV
- HOMO level (alpha / beta): -12.41 / -12.41 eV



The energy above the lowest of the compared OMol25 structures with the same formula, charge and spin results, record by record, are as follows: 219.3, 323.6, 164.4, 180.6 kcal/mol.